{
  "formula": "C5H9NO2",
  "method": "ωB97M-V/def2-TZVPD",
  "elements": ["H", "H", "C", "O", "O", "H", "C", "H", "H", "C", "C", "H", "H", "C", "N", "H", "H"],
  "xyz": [[-1.19163, -1.44737, 1.28483], [-0.35370, -0.07419, 1.55355], [2.27411, 0.20304, 0.35136], [-2.65954, -0.27775, -0.64352], [-1.96396, 1.43622, 0.65618], [-0.36850, -1.20267, -1.28101], [-1.93311, 0.28753, 0.20786], [1.83889, -0.48643, -1.62612], [3.69394, 0.13229, -0.64244], [0.19979, -1.08839, -0.34270], [1.40833, -0.25996, -0.67871], [-0.57434, 2.25811, -1.95340], [-0.36520, 2.09233, -2.64770], [-0.80168, -0.62490, 0.72087], [3.57887, 0.00696, 0.38608], [1.73865, 0.85193, 1.05327], [0.42944, -2.11316, -0.05160]],
  "forces_ev_per_a": [[-0.662, -0.875, -0.339], [0.564, 0.203, -0.317], [0.447, 2.224, 1.664], [0.502, 0.295, 0.512], [0.527, 0.034, 0.314], [0.104, -0.193, 0.019], [-1.474, -0.414, -2.076], [0.217, 0.190, -1.055], [1.315, -1.591, 0.139], [-0.728, 2.464, -1.019], [-0.786, -3.101, 0.704], [-0.038, -0.036, 0.045], [0.033, -0.012, 0.007], [1.588, 0.607, 2.018], [-2.704, 1.573, -1.778], [0.311, -1.149, 1.181], [0.784, -0.221, -0.019]],
  "nbo_charge": [0.24, 0.22, 0.01, -0.70, -0.62, 0.30, 0.74, 0.20, 0.34, -0.54, 0.16, 0.02, -0.02, -0.49, -0.41, 0.21, 0.34],
  "spin_multiplicity": 1,
  "e_above_lowest_ev": 7.5358,
  "homo_ev": -8.5850,
  "molar_mass_g_mol": 115.13,
  "lumo_energy_ev": -4.31,
  "e_tot_ev": -10909.040
}